Density functional theory data (wB97M-V/def2-TZVPD) for the molecule C12H20Br2ClO3P.

Structure (XYZ):
```
39
C12H20Br2ClO3P, DFT wB97M-V/def2-TZVPD
C 1.1970 3.6412 0.0467
C 1.0824 2.5065 0.7268
C 1.9950 1.3434 0.4885
P 1.2008 -0.1893 -0.1637
Cl 1.9340 0.4368 -2.2603
C -0.4681 -0.2189 -0.9439
C -1.0448 1.1212 -1.4118
C -2.0626 1.6910 -0.4354
O -3.0422 0.7692 0.0095
C -3.8504 0.2506 -1.0245
C 2.4480 -1.5567 -0.2387
C 2.7402 -2.2563 -1.5503
O 3.8369 -2.3050 -1.9952
O 1.7482 -2.9536 -2.1152
C 0.5236 -0.8073 1.5632
Br 0.7356 0.2448 3.1520
C -0.1246 -1.9468 1.8040
C -0.6783 -2.4322 3.1123
Br -0.4627 -3.1993 0.4026
H 0.4929 4.4451 0.2064
H 1.9973 3.7768 -0.6679
H 0.3292 2.4137 1.4944
H 2.6032 1.0766 1.3512
H 2.6935 1.6424 -0.2854
H -0.3600 -0.8557 -1.8199
H -1.1973 -0.6967 -0.2987
H -0.2936 1.8783 -1.6078
H -1.5451 0.9512 -2.3644
H -2.5577 2.5527 -0.8996
H -1.5849 2.0609 0.4689
H -4.3790 1.0568 -1.5400
H -4.5901 -0.3920 -0.5538
H -3.2850 -0.3532 -1.7361
H 2.1968 -2.3130 0.5004
H 3.3982 -1.1181 0.0599
H 0.8886 -2.6678 -1.7824
H -1.1246 -3.4135 3.0046
H 0.0842 -2.4322 3.8854
H -1.4747 -1.7516 3.4183
```

Values from the calculation:
multiplicity: 1
Kohn-Sham gap: 9.81 eV
relative energy (zero: lowest compared OMol25 entry of this formula, charge and spin): 0.0 kJ/mol
total energy: -6644.48892 Eh
F_max: 0.98 eV Å⁻¹
lowest unoccupied orbital energy: 0.0091 Eh

=====

Density functional theory data (wB97M-V/def2-TZVPD) for a cluster of 7 separate species, C12H20F14N3O24S8 in total at a distorted geometry.

Structure (XYZ):
```
81
C12H20F14N3O24S8, DFT wB97M-V/def2-TZVPD
C -4.3061 6.6455 1.2780
F -5.2284 6.3208 0.3264
F -3.0630 6.4567 0.7972
F -4.4937 7.9160 1.5927
S -4.8031 5.4417 2.7616
O -4.9540 6.2753 3.9258
O -6.0181 4.7337 2.3737
N -3.6149 4.0803 2.7215
S -2.5213 4.8227 3.6260
O -1.3758 3.9037 3.4989
O -2.1991 6.1838 3.2641
C -2.9907 4.8611 5.6381
F -3.9692 3.8594 5.7502
F -1.8625 4.5087 6.3117
F -3.4637 6.0796 6.0098
C -4.9482 -3.3625 -2.5563
F -5.1582 -2.2187 -3.2970
F -5.9783 -3.6608 -1.8077
F -4.8007 -4.3801 -3.4092
S -3.3383 -3.3172 -1.5224
O -2.4764 -4.4728 -1.6766
O -2.6604 -2.1494 -2.1427
N -3.8619 -2.7639 0.1149
S -4.0119 -4.3310 0.6955
O -4.7285 -4.2188 1.9389
O -4.5478 -5.2974 -0.2938
C -2.2186 -4.9076 1.1538
F -2.1741 -4.7361 2.4829
F -2.0622 -6.2409 0.8743
F -1.2206 -4.1228 0.6452
N 1.9555 -1.0170 1.7376
S 2.9390 -1.3158 2.8884
O 4.2332 -0.6154 2.9573
O 2.7030 -2.5122 3.5900
F 2.1576 -0.3593 3.9145
S 3.1424 -1.5211 0.6207
O 3.9578 -2.7292 0.8196
O 3.7251 -0.4294 -0.1071
F 2.0408 -2.2233 -0.4499
C 5.6605 4.1197 -3.9234
C 6.9732 4.1521 -4.6810
O 6.8393 5.2154 -5.5454
S 5.8479 6.4460 -4.8853
O 5.0435 7.2537 -5.8370
O 6.5567 7.1915 -3.7406
O 4.9281 5.2726 -4.2267
H 6.0449 4.1591 -2.9042
H 4.9886 3.2627 -3.9691
H 7.1244 3.2326 -5.2466
H 7.8314 4.1267 -4.0095
C 4.9897 -6.8310 -2.7130
C 5.7446 -7.3978 -3.9994
O 4.8050 -7.0668 -5.0462
S 3.2266 -7.2603 -4.5434
O 2.8907 -8.6472 -4.4578
O 2.2454 -6.3809 -5.1716
O 3.6716 -6.6093 -3.1226
H 5.4262 -5.8610 -2.4750
H 5.0357 -7.6280 -1.9709
H 5.9130 -8.4746 -4.0166
H 6.7126 -6.9419 -4.2073
C -2.6407 -0.7789 5.3826
C -4.1620 -0.8783 5.6658
O -4.7471 -0.0612 4.6123
O -2.4245 -0.6833 3.9984
H -2.2625 -1.7286 5.7607
H -2.1667 0.0283 5.9410
H -4.2061 -0.4648 6.6734
H -4.6057 -1.8708 5.5874
H -5.6758 -0.0311 4.8537
H -1.5202 -0.8817 3.7447
C -0.0751 2.6116 -1.0501
C 0.1041 2.3108 -2.5497
O -1.2039 2.6436 -3.2116
O -0.7976 1.4436 -0.5064
H -0.6441 3.4920 -0.7516
H 0.8394 2.4381 -0.4828
H 0.1033 1.2388 -2.7470
H 0.9648 2.8445 -2.9530
H -1.0557 2.9940 -4.0930
H -0.1283 0.8139 -0.2286
```

Values from the calculation:
multiplicity: 1
total charge: -3
Kohn-Sham gap: 6.98 eV
total energy: -7022.55605 Eh
F_max: 8.15 eV Å⁻¹
lowest unoccupied orbital energy: 0.1372 Eh

=====

Density functional theory data (wB97M-V/def2-TZVPD) for a structure of composition C12H20FKO8S2Zn at a distorted geometry.

Structure (XYZ):
```
45
C12H20FKO8S2Zn, DFT wB97M-V/def2-TZVPD
Zn -1.9668 -29.9135 28.9987
K -3.8694 -26.6390 26.9811
F -3.1150 -28.3627 28.9811
O -0.3435 -28.6904 29.0847
S 0.9142 -28.1258 28.6131
O 1.9564 -27.9197 29.5638
O 1.4212 -29.1298 27.4585
C 2.6905 -28.8389 26.8417
C 3.4174 -30.1685 26.6395
C 0.6160 -26.6156 27.6129
H 3.3529 -28.2583 27.4877
H 2.5508 -28.2595 25.9280
H 4.4601 -29.9152 26.4409
H 3.1180 -30.7407 25.7596
H 3.3150 -30.8056 27.5136
H -0.2044 -26.8206 26.9263
H 1.5246 -26.3760 27.0691
H 0.3020 -25.7986 28.2600
O -1.8471 -29.8883 26.9489
S -2.6004 -29.9243 25.6738
O -3.2753 -28.8000 25.0897
O -1.5953 -30.4937 24.5317
C -0.4770 -31.3106 24.9423
C 0.0973 -32.1373 23.7878
C -3.7688 -31.2835 25.5883
H -0.8011 -32.0451 25.6869
H 0.2851 -30.6994 25.4240
H 1.1247 -32.3350 24.0964
H 0.2246 -31.5875 22.8555
H -0.4827 -33.0383 23.6193
H -4.1809 -31.3043 24.5828
H -4.5236 -31.1457 26.3628
H -3.2415 -32.2252 25.7413
C -6.4858 -30.5234 28.5306
C -6.8904 -31.6690 29.0882
C -8.2735 -32.2271 28.8879
O -8.6601 -33.2860 29.2811
C -9.1542 -31.2945 28.0726
C -8.7904 -30.0871 27.6426
C -7.3954 -29.6784 27.7332
O -6.9496 -28.6555 27.2266
H -5.4860 -30.1823 28.7747
H -6.1980 -32.2595 29.6792
H -10.1817 -31.6412 28.0446
H -9.4623 -29.3401 27.2394
```

Values from the calculation:
multiplicity: 1
total charge: +2
Kohn-Sham gap: 5.75 eV
relative energy (zero: lowest compared OMol25 entry of this formula, charge and spin): 9.2 kJ/mol
total energy: -4346.09501 Eh
F_max: 4.11 eV Å⁻¹
lowest unoccupied orbital energy: -0.3279 Eh